This record from the Open Molecules 2025 dataset describes a structure of composition C21H26N2O3. The level of theory is ωB97M-V/def2-TZVPD.

- HOMO (eV) = -7.398
- LUMO (Eh) = 0.021
- total energy (Eh) = -1150.37730
- F_max (Eh/bohr) = 0.31508
- spin multiplicity = 1
- energy relative to the best compared isomer or geometry (same formula, charge and spin) (kcal/mol) = 477.83
- molecular weight (g mol⁻¹) = 354.4
- HOMO-LUMO gap (eV) = 7.96

Geometry as XYZ:
```
52
C21H26N2O3 | the Open Molecules 2025 dataset | ωB97M-V/def2-TZVPD
C 5.764 2.353 -0.881
H 5.381 3.316 -1.038
O 4.865 1.547 -0.597
C 5.103 0.113 -0.367
C 6.341 -0.544 -0.702
C 6.548 -1.780 -0.209
C 5.526 -2.644 0.402
C 4.316 -1.999 0.309
C 3.969 -0.669 0.057
N 2.800 -0.201 0.404
C 1.967 0.674 -0.641
C 0.977 1.624 -0.172
N 0.220 0.717 0.770
C -1.131 0.916 0.886
O -1.805 0.231 1.570
C -1.910 1.525 -0.192
O -3.198 1.316 -0.179
C -3.885 0.206 -0.301
C -3.095 -0.785 -0.869
C -3.944 -2.017 -0.856
C -5.319 -2.098 -0.820
C -6.053 -0.854 -0.148
C -5.232 0.350 -0.070
C -5.988 1.529 0.512
H -6.663 1.973 -0.640
H -5.122 2.300 0.478
H -6.436 1.109 1.274
C -7.372 -0.831 -0.065
H -7.890 -2.015 -0.140
H -7.900 -0.298 -0.573
H -7.602 -0.648 0.961
H -5.855 -3.038 -0.991
H -3.370 -2.917 -1.278
H -2.158 -1.024 -1.012
H -1.512 1.104 -1.278
H -1.575 2.829 -0.218
C 0.950 0.221 1.762
C 1.871 -0.807 1.600
H 2.437 -1.231 2.156
H 1.162 -1.484 0.933
H 0.272 -0.337 2.750
H 1.366 1.022 2.739
H 0.427 1.977 -0.834
H 1.637 2.136 0.483
H 2.615 1.013 -1.420
H 1.587 -0.337 -1.226
H 3.653 -2.791 0.844
H 5.960 -3.697 0.502
H 7.629 -1.975 -0.527
H 6.974 0.333 -0.875
H 6.156 2.138 -1.992
H 6.545 2.447 -0.280
```